Record 1
ORCA calculation (the ωB97M-V functional and the def2-TZVPD basis) on a 2-piece molecular cluster, H2N2O2S overall at a distorted geometry.

* HOMO level (spin up / spin down): -8.924 / -8.925 eV
* total charge: 0
* LUMO (spin up / spin down): -3.69 / -3.69 eV
* energy above the lowest of the compared OMol25 structures with the same formula, charge and spin: 137.71 kcal/mol

Each line ends with the natural charge from an NBO analysis.
Cartesian coordinates (Å):
N -0.73157 -0.93092 1.08305  -0.318
N 0.80781 0.69158 -0.92242  0.283
O 0.08355 0.76572 0.14288  -0.283
O 1.66240 1.53271 -1.29962  -0.325
S 0.71507 -0.77450 -1.71895  -0.015
H -0.87721 -0.42659 1.98997  0.330
H -1.66005 -0.85800 0.72509  0.328


Record 2
ORCA calculation (the ωB97M-V functional and the def2-TZVPD basis) on one molecule with the formula C4H7PS at a distorted geometry.

* HOMO level (spin up / spin down): -7.758 / -7.790 eV
* total charge: 0
* LUMO (spin up / spin down): -0.52 / -0.41 eV
* energy above the lowest of the compared OMol25 structures with the same formula, charge and spin: 77.75 kcal/mol

Each line ends with the natural charge from an NBO analysis.
Cartesian coordinates (Å):
C -1.07420 1.20499 -0.03590  -0.399
C 0.35441 -0.68397 0.98055  -0.713
C 0.02407 0.15331 -0.23790  -0.152
C 0.28376 -0.45631 -1.58979  -0.656
P -0.82565 0.00852 2.36344  0.333
S 0.42501 1.96281 -0.09059  0.237
H -1.86072 1.53010 -0.73294  0.231
H 0.12421 -1.85272 1.10719  0.244
H 1.34996 -0.76086 1.37009  0.238
H -0.50333 -1.17754 -1.96790  0.227
H 1.15162 -1.21067 -1.72971  0.231
H 0.48645 0.31282 -2.41285  0.234
H 0.06441 0.96953 2.97630  -0.055


Record 3
ORCA calculation (the ωB97M-V functional and the def2-TZVPD basis) on C13H11AsBr2NO4S4Tc as an isolated structure.

* HOMO level (spin up / spin down): -14.663 / -14.664 eV
* total charge: +2
* LUMO (spin up / spin down): -9.38 / -9.37 eV
* energy above the lowest of the compared OMol25 structures with the same formula, charge and spin: 0.00 kcal/mol

Each line ends with the natural charge from an NBO analysis.
Cartesian coordinates (Å):
Tc -1.04235 -0.41590 -1.10762  0.956
C -3.35739 1.74235 1.36770  -0.642
C -1.98310 1.09709 1.46163  0.150
C -1.14603 1.60681 2.62166  -0.625
O -1.25081 1.30509 0.21462  -0.706
C -2.15425 -0.41849 1.56743  0.765
O -2.53730 -1.01960 2.50175  -0.433
O -1.91012 -1.09394 0.34956  -0.556
H -3.25248 2.82648 1.29774  0.240
H -3.92296 1.51964 2.27141  0.273
H -3.91960 1.36911 0.51045  0.230
H -1.09985 2.69487 2.59636  0.241
H -0.13412 1.20473 2.57665  0.227
H -1.60478 1.29857 3.55986  0.264
H -1.51974 2.14584 -0.18337  0.530
Br 2.39779 2.23998 -3.51061  0.226
C 2.67492 1.10963 -2.06519  -0.075
C 3.96121 0.94251 -1.51384  -0.252
C 4.18828 0.10972 -0.44336  -0.009
Br 5.92097 -0.05474 0.23204  0.213
C 3.12019 -0.62656 0.16069  -0.129
C 3.20949 -1.51765 1.24662  -0.045
C 2.06824 -2.13901 1.70205  -0.244
C 0.83836 -1.88633 1.08661  0.115
N 0.72959 -1.04956 0.06338  -0.472
C 1.84745 -0.44223 -0.39029  0.138
C 1.63063 0.40447 -1.49788  0.247
O 0.36494 0.40721 -1.93186  -0.428
H 4.78586 1.48743 -1.95216  0.274
H 4.16701 -1.70853 1.71248  0.264
H 2.10259 -2.82566 2.53511  0.266
H -0.06788 -2.37114 1.42770  0.243
S -4.22787 -2.55900 -4.44878  0.000
As -2.55445 -1.56600 -3.55959  0.915
S -2.65125 0.35327 -2.52734  -0.087
S -1.06019 -2.41036 -2.24049  -0.059
S -2.61100 -1.76007 -5.69110  -0.015


Record 4
ORCA calculation (the ωB97M-V functional and the def2-TZVPD basis) on C22H29N10O3PS2Sc as an isolated structure.

* HOMO level: -16.314 eV
* total charge: +3
* LUMO: -7.89 eV
* energy above the lowest of the compared OMol25 structures with the same formula, charge and spin: 0.22 kcal/mol

Each line ends with the natural charge from an NBO analysis.
Cartesian coordinates (Å):
Sc -0.11681 0.69772 0.52662  1.554
N -4.17669 2.27986 -1.66856  -0.726
C -3.11763 2.29183 -0.87000  0.391
S -2.75555 0.84615 -0.03197  -0.256
N -2.43973 3.44130 -0.76224  -0.584
C -1.27108 3.70999 -0.01804  0.261
C -1.07019 3.14941 1.25251  -0.417
C 0.06080 3.51510 1.98900  -0.145
C 0.98453 4.40543 1.46354  -0.202
C 0.76355 4.96431 0.21466  -0.147
C -0.35672 4.61794 -0.52844  -0.246
H -4.73109 1.44277 -1.72445  0.436
H -4.51448 3.10152 -2.14786  0.423
H -2.72382 4.19020 -1.37994  0.421
H -1.90456 2.67663 1.75439  0.274
H 0.16283 3.16624 3.00848  0.244
H 1.84321 4.70115 2.05047  0.245
H 1.45483 5.70042 -0.17388  0.245
H -0.53566 5.09215 -1.48648  0.237
C -2.52381 -4.86927 0.32322  -0.053
N -1.06932 -4.92258 -0.16871  -0.389
C -1.10026 -4.98204 -1.70816  -0.054
N -1.82657 -3.88518 -2.23211  -0.429
C -3.19311 -3.87035 -1.72184  -0.073
N -3.19392 -3.76986 -0.26497  -0.430
C -2.73996 -2.47356 0.20890  -0.511
P -0.97112 -2.09732 -0.31028  0.789
C -0.29218 -3.74155 0.31132  -0.522
C -1.14595 -2.60639 -2.09871  -0.513
H -2.50634 -4.78781 1.40988  0.229
H -2.99541 -5.80856 0.03389  0.241
H -0.63460 -5.77905 0.18077  0.444
H -1.57893 -5.92351 -1.97889  0.241
H -0.06961 -4.98227 -2.06209  0.232
H -3.69971 -4.78872 -2.02088  0.232
H -3.73192 -3.02406 -2.14324  0.228
H -2.80330 -2.42850 1.29912  0.242
H -3.39915 -1.70220 -0.18310  0.261
H -0.30662 -3.72924 1.40239  0.247
H 0.74259 -3.85035 -0.01579  0.252
H -0.16038 -2.65074 -2.56521  0.256
H -1.70592 -1.83402 -2.62869  0.257
O -0.16299 1.40380 -1.45576  -0.992
S 1.08283 0.78665 -2.02484  2.284
O 0.85086 -0.21539 -3.00128  -0.845
N 1.68712 0.23487 -0.60975  -0.926
C 2.23745 1.34294 -0.04254  0.635
O 2.00920 1.58023 1.15274  -0.596
C 2.82102 2.29152 -1.02138  -0.169
C 3.72825 3.31489 -0.82428  -0.140
C 4.05361 4.11295 -1.91755  -0.158
C 3.46131 3.91404 -3.16017  -0.151
C 2.53034 2.89609 -3.36170  -0.185
C 2.24460 2.09700 -2.27952  -0.236
H 4.18026 3.46949 0.14633  0.251
H 4.78451 4.90225 -1.80207  0.255
H 3.72306 4.55866 -3.98814  0.258
H 2.06340 2.74306 -4.32548  0.261
N 2.55552 -2.20434 5.81568  -0.719
C 2.49542 -1.63054 4.62430  0.682
N 3.61187 -1.25576 4.00254  -0.749
N 1.28728 -1.48882 4.08305  -0.611
C 0.76202 -0.94232 3.09163  0.709
N 0.13178 -0.48256 2.20369  -0.771
H 3.42291 -2.31759 6.31479  0.429
H 1.70311 -2.47067 6.28046  0.442
H 4.51367 -1.34892 4.44254  0.430
H 3.57136 -0.77451 3.12209  0.424


Record 5
ORCA calculation (the ωB97M-V functional and the def2-TZVPD basis) on one molecule with the formula C4H7NO2 at a distorted geometry.

* SMILES: O=C1NC[C@H]1CO
* HOMO level: -9.602 eV
* total charge: 0
* LUMO: 0.73 eV
* energy above the lowest of the compared OMol25 structures with the same formula, charge and spin: 106.13 kcal/mol

Each line ends with the natural charge from an NBO analysis.
Cartesian coordinates (Å):
O -2.29182 -0.70732 0.26569  -0.605
C -1.02479 -0.75808 0.23885  0.711
N -0.00648 -1.59834 -0.37880  -0.664
C 1.14131 -0.85904 0.54391  -0.202
C -0.06216 0.18554 0.70942  -0.406
C -0.30700 1.36492 -0.08601  -0.055
O 0.25701 1.02535 -1.45988  -0.794
H 0.18066 -2.49339 -0.95831  0.418
H 2.10135 -0.34208 -0.08015  0.237
H 1.22310 -1.35760 1.49790  0.204
H -0.29548 0.18831 1.69785  0.237
H -1.53782 1.58781 -0.05677  0.233
H 0.38928 2.16229 0.32356  0.188
H 0.23283 1.60162 -2.25728  0.497